No. 1
{
  "formula": "C35H33N5O2RuS2Sb",
  "method": "wB97M-V/def2-TZVPD",
  "species": ["Sb", "Ru", "S", "S", "O", "O", "N", "N", "N", "N", "N", "C", "C", "C", "C", "C", "C", "C", "C", "C", "C", "C", "C", "C", "C", "C", "C", "C", "C", "C", "C", "C", "C", "C", "C", "C", "C", "C", "C", "C", "C", "C", "C", "C", "C", "C", "H", "H", "H", "H", "H", "H", "H", "H", "H", "H", "H", "H", "H", "H", "H", "H", "H", "H", "H", "H", "H", "H", "H", "H", "H", "H", "H", "H", "H", "H", "H", "H", "H"],
  "xyz": [[1.1850, -3.5964, 0.0847], [-0.1559, -0.2254, 0.8057], [-1.4773, 1.6404, 1.5147], [0.5746, -2.1738, 1.9005], [-1.4796, -1.0727, -0.7581], [-0.1487, -1.5915, -4.7069], [-3.4350, 2.7298, 2.8504], [0.1023, -0.4518, -2.2981], [-2.8647, 0.6210, 3.5687], [1.7962, 0.9599, 0.9674], [0.7269, 0.0983, -1.2682], [2.6797, -2.5106, -0.9974], [-2.7176, -5.4808, -2.1526], [-3.6066, -2.5722, -4.9846], [3.9383, 2.6937, 1.0116], [-1.4198, -1.7910, -4.3392], [1.8028, 0.7808, -1.3943], [-2.6934, 1.6428, 2.7427], [2.6928, -2.4976, -2.3851], [2.2569, 1.4274, 2.1268], [4.7085, -1.1818, -2.3081], [1.4236, -6.4902, 1.0494], [3.6537, -1.8563, -0.2540], [-1.9227, -1.5042, -3.0466], [-1.6943, -4.4407, -0.2413], [3.3806, -5.9966, 2.9750], [-2.8000, -5.0149, -0.8463], [2.9360, -4.9607, 2.1694], [3.4639, 2.2003, -0.1927], [3.3313, 2.2976, 2.1949], [-1.0799, -0.9925, -1.9628], [4.6741, -1.1921, -0.9191], [-4.1690, 2.0304, 5.0645], [-0.4190, -4.7843, -2.2775], [-2.2811, -2.3462, -5.2877], [-1.5325, -5.3693, -2.8638], [-4.4899, 2.8931, 3.8538], [1.8780, -7.5174, 1.8637], [3.7149, -1.8218, -3.0373], [-4.1170, -2.2617, -3.7244], [2.3809, 1.3316, -0.1849], [-3.2740, -1.7466, -2.7672], [2.8470, -7.2704, 2.8262], [-0.5172, -4.3294, -0.9694], [1.9573, -5.2207, 1.2170], [-3.9001, 0.6051, 4.6055], [5.5176, -0.6812, -2.8233], [-3.5818, -5.9352, -2.6176], [3.6792, 2.6542, 3.1532], [0.6655, -6.6853, 0.3000], [-1.4616, -5.7443, -3.8758], [-4.5442, 3.9449, 4.1259], [1.7510, 1.0860, 3.0200], [3.7365, -1.8042, -4.1193], [1.9242, -2.9966, -2.9627], [0.5028, -4.7030, -2.8397], [-3.7253, -5.1005, -0.2923], [1.4709, -8.5130, 1.7491], [3.6206, -1.8545, 0.8296], [-4.2558, -2.9904, -5.7430], [-5.4504, 2.6062, 3.4206], [-1.7503, -4.0855, 0.7808], [-3.2661, 3.4736, 2.1917], [0.2959, -1.0732, -4.0009], [-3.2893, 2.4269, 5.5741], [-3.5537, -0.0106, 5.4326], [-3.6448, -1.5021, -1.7805], [3.1865, -8.0727, 3.4670], [-4.8119, 0.1566, 4.2050], [4.1390, -5.8067, 3.7226], [2.2592, 0.9538, -2.3630], [5.4470, -0.6912, -0.3507], [3.9104, 2.4840, -1.1358], [3.3427, -3.9637, 2.2898], [-2.2763, -0.1837, 3.4468], [4.7761, 3.3776, 1.0289], [-5.0032, 2.0447, 5.7621], [-5.1631, -2.4254, -3.5057], [-1.8771, -2.5729, -6.2654]],
  "lowdin_spin": [0.0192, 0.7942, 0.0676, 0.0670, 0.0274, -0.0010, 0.0011, -0.0155, 0.0012, -0.0051, -0.0359, 0.0011, -0.0001, -0.0008, 0.0017, -0.0008, 0.0366, 0.0107, -0.0001, 0.0005, -0.0003, 0.0022, 0.0009, 0.0004, 0.0002, 0.0000, 0.0000, 0.0017, 0.0080, 0.0069, -0.0037, 0.0003, 0.0000, -0.0004, 0.0001, -0.0002, 0.0010, 0.0006, 0.0001, 0.0001, 0.0002, -0.0007, 0.0009, -0.0014, 0.0116, 0.0003, 0.0000, 0.0000, 0.0003, 0.0002, 0.0000, 0.0001, -0.0015, 0.0000, -0.0001, 0.0000, 0.0000, 0.0001, 0.0010, 0.0000, -0.0003, 0.0007, 0.0021, -0.0007, 0.0000, 0.0000, -0.0001, 0.0001, -0.0001, 0.0000, -0.0001, 0.0000, 0.0001, 0.0002, 0.0003, -0.0001, 0.0000, 0.0000, 0.0000],
  "relative_energy_kj_mol": 185.8,
  "orbital_gap_ev": [5.11, 5.36],
  "multiplicity": 2,
  "s_squared": 1.238,
  "homo_ev": [-12.6, -12.6],
  "charge": 2
}

---

No. 2
{
  "formula": "C5H8O2",
  "method": "wB97M-V/def2-TZVPD",
  "species": ["O", "O", "C", "C", "C", "C", "C", "H", "H", "H", "H", "H", "H", "H", "H"],
  "xyz": [[2.3964, 0.4431, -0.9268], [1.0693, -0.3072, 0.7803], [-0.1921, -0.0839, 0.1270], [-1.3085, -0.7889, 0.8348], [-0.2342, 1.3120, -0.4389], [2.1949, 0.1668, 0.2280], [-0.8788, -1.2314, -0.5435], [-2.2644, -0.2903, 0.9743], [2.9446, 0.3108, 1.0155], [0.6925, 1.4192, -1.0197], [-0.3596, -2.1783, -0.6383], [-1.0233, -1.4459, 1.6541], [-0.3172, 2.0498, 0.3693], [-1.0479, 1.4642, -1.1449], [-1.5312, -0.9781, -1.3763]],
  "nbo_charge": [-0.5821, -0.5036, 0.2405, -0.4305, -0.6558, 0.6569, -0.4334, 0.2195, 0.1203, 0.2587, 0.2281, 0.2294, 0.2119, 0.2201, 0.2199],
  "relative_energy_kj_mol": 125.6,
  "smiles": "CC1(OC=O)CC1",
  "orbital_gap_ev": 11.20,
  "multiplicity": 1,
  "homo_ev": -10.2,
  "charge": 0
}

---

No. 3
{
  "formula": "C26H44BO16PS",
  "method": "wB97M-V/def2-TZVPD",
  "species": ["S", "P", "O", "O", "O", "O", "O", "O", "O", "O", "O", "O", "O", "O", "O", "O", "O", "O", "C", "C", "C", "C", "C", "C", "C", "C", "C", "C", "C", "C", "C", "C", "C", "C", "C", "C", "C", "C", "C", "C", "C", "C", "C", "C", "B", "H", "H", "H", "H", "H", "H", "H", "H", "H", "H", "H", "H", "H", "H", "H", "H", "H", "H", "H", "H", "H", "H", "H", "H", "H", "H", "H", "H", "H", "H", "H", "H", "H", "H", "H", "H", "H", "H", "H", "H", "H", "H", "H", "H"],
  "xyz": [[-3.2185, 2.9523, 2.0232], [-4.1488, 1.9174, 3.3852], [1.9041, -0.7625, -7.6785], [5.3445, -5.9860, -4.3406], [5.4054, -4.0736, -5.4183], [-2.3536, 4.6693, 9.4609], [-7.0446, -1.5320, 3.9672], [-5.8816, 2.1604, 3.0770], [-2.4098, 6.8257, 9.8722], [4.9631, -5.9918, -6.6041], [2.7724, 0.1109, -9.6155], [-3.8546, 2.7626, 4.9195], [-2.9586, 6.0979, 7.7655], [-1.4642, -1.8053, 0.9524], [-4.9292, -0.5964, 2.8973], [3.2553, 0.9627, -7.5364], [-5.1873, -0.3285, 5.2323], [-2.8418, 0.8125, 7.1154], [-0.3114, -0.9019, -2.5861], [-2.0514, -0.4796, 1.2829], [-5.8614, -0.9154, 4.0295], [2.5185, -1.2891, -2.8224], [4.0766, 1.9723, -8.1354], [-2.2338, -0.4546, 2.9189], [5.2193, -5.4087, -5.5613], [-0.2653, -1.9086, -1.2702], [-1.2567, 3.4026, 7.7055], [-3.7745, -0.6291, 4.9506], [-1.1562, -1.0478, 6.0903], [-3.7000, 0.0621, 3.4391], [3.2239, 3.1169, -8.6535], [-2.4923, 3.5517, 8.5753], [1.1034, -0.5941, -3.3794], [2.5336, -2.3175, -1.5035], [1.1683, -1.6885, -8.4753], [-2.6156, 5.8837, 8.9186], [1.1174, -2.6182, -0.7212], [-2.5887, 8.1633, 9.4112], [5.1055, -7.3919, -4.3390], [-0.8470, 0.6244, 0.9248], [3.8140, -3.0356, -6.9280], [2.6619, 0.1013, -8.3986], [5.2767, -3.2978, -6.6159], [-1.7021, -2.1661, -0.4538], [-2.6263, -0.2406, 6.0618], [3.5524, -1.0720, -3.3407], [-2.5432, 8.8298, 10.2770], [-2.5928, -1.5896, -0.9474], [-1.0900, 1.2175, -0.0813], [2.5712, 3.5003, -7.8624], [-5.9956, 2.2048, 2.0680], [-1.3190, 0.1156, 3.3740], [3.7145, -2.3629, -7.7846], [3.3094, -2.5895, -6.0648], [0.3721, -1.1660, -9.0144], [-3.7571, -1.8018, 4.9523], [-1.7807, 8.4319, 8.7238], [3.5007, -2.8238, -1.0787], [-2.6064, 2.6607, 9.2018], [-1.1405, 4.2593, 7.0345], [-0.3536, 3.3584, 8.3229], [1.0941, 0.1440, -4.3152], [-2.1297, -1.5842, 3.2907], [3.2863, -3.9665, -7.1576], [0.7102, -2.4228, -7.8068], [-0.7477, 1.4620, 1.7573], [0.1725, 0.0448, 0.8590], [5.7880, -3.7822, -7.4560], [1.8228, -2.2209, -9.1729], [-3.4030, 3.6385, 7.9711], [4.7475, 2.3431, -7.3532], [-1.3167, 2.4950, 7.0981], [-2.5248, 0.3679, 7.9731], [3.8519, 3.9326, -9.0227], [-3.5640, 8.2914, 8.9305], [-3.8724, 3.7443, 4.7145], [-0.7030, -1.1255, 7.1671], [1.0076, -3.3157, 0.2356], [4.7075, 1.5492, -8.9258], [5.7869, -2.3457, -6.4354], [-0.3830, -0.4655, 5.3932], [-3.0547, -0.2498, 0.7261], [2.5732, 2.7866, -9.4691], [-1.3633, -0.4496, -2.8762], [-1.2778, -2.1144, 5.5737], [5.7244, -7.9015, -5.0846], [4.0440, -7.5898, -4.5172], [5.3694, -7.7801, -3.3513], [-1.8764, -3.3466, -0.4655]],
  "lowdin_charge": [0.3123, 0.4872, -0.0455, -0.0088, 0.0227, 0.0257, 0.0579, -0.2773, -0.0079, 0.1059, 0.1100, -0.2677, 0.1028, -0.2218, -0.0459, 0.0181, -0.0279, -0.0019, -0.0364, -0.3004, -0.2112, -0.0651, -0.2202, -0.0644, -0.5488, -0.1210, -0.0645, -0.1622, -0.0498, -0.3554, -0.0684, -0.2202, -0.0614, -0.0604, -0.0588, -0.5483, -0.0315, -0.0534, -0.0533, -0.0942, -0.0575, -0.5615, -0.2073, -0.1710, -0.2781, 0.0748, 0.0937, 0.1274, 0.0909, 0.0820, 0.0854, 0.1292, 0.0678, 0.0839, 0.1007, 0.1784, 0.0989, 0.0787, 0.1163, 0.0796, 0.0831, 0.0867, 0.1488, 0.0858, 0.0998, 0.0462, 0.0928, 0.1261, 0.0956, 0.1229, 0.1231, 0.0552, 0.1264, 0.0807, 0.0969, 0.0783, 0.0804, 0.1005, 0.1248, 0.1242, 0.0916, 0.1478, 0.0765, 0.0895, 0.0845, 0.0969, 0.0995, 0.0935, 0.1406],
  "smiles": "CB(O)[C@H]1OC(=O)O[C@@]1(C[C@@H](C)OCc1ccccc1)P(O)(O)=S.CCOC(=O)OC.CCOC(=O)OC.CCOC(=O)OC",
  "orbital_gap_ev": 8.35,
  "multiplicity": 1,
  "homo_ev": -8.4,
  "charge": 0
}

---

Question: What is the formula in the first record?
Answer: C35H33N5O2RuS2Sb